Record 1
# CH4IN2

2 unconnected molecules or ions with the total composition CH4IN2 (wB97M-V/def2-TZVPD, OMol25).

**Relative energy (zero: lowest compared OMol25 entry of this formula, charge and spin)**: 109.0 kJ/mol
**E**: -447.31956 hartree
**HOMO level (spin up / spin down)**: -14.76 / -13.84 eV
**Spin multiplicity**: 3
**Total charge**: +1
**Max |F|**: 7.08 eV/A

Each line ends with the Löwdin charge.
Cartesian coordinates (Å):
C  0.69945  0.16165  0.22263  -0.31
N  0.60223  -0.80325  -0.60246  0.17
N  -0.11528  1.14514  0.31757  0.25
I  -3.67596  0.14872  -0.00972  0.30
H  1.58863  0.27413  0.74382  0.14
H  1.15820  -1.67820  -0.52994  0.16
H  -0.36281  -1.13772  -1.06939  0.20
H  0.10554  1.88953  0.92749  0.09

Record 2
# C36H39O3

A gas-phase ion, C36H39O3 (charge -1) (wB97M-V/def2-TZVPD, OMol25).

**Relative energy (zero: lowest compared OMol25 entry of this formula, charge and spin)**: 0.0 kJ/mol
**E**: -1620.96274 hartree
**HOMO level**: -2.81 eV
**Total charge**: -1
**Max |F|**: 2.30 eV/A

Each line ends with the Löwdin charge.
Cartesian coordinates (Å):
C  6.47556  -2.57622  -1.93390  -0.07
O  6.29279  -1.47982  -1.00541  -0.12
C  5.07397  -0.90417  -0.82036  -0.29
C  4.90643  -0.14617  0.36081  -0.01
C  3.65070  0.26260  0.74524  -0.03
C  2.51953  0.02226  -0.04835  -0.14
C  1.11126  0.33819  0.51346  -0.20
C  -0.00501  -0.46066  -0.16454  -0.20
C  -1.21728  0.12549  -0.58526  -0.02
C  -2.35822  -0.63818  -0.70606  -0.09
C  -3.74694  -0.02511  -0.95640  -0.54
C  -4.36366  -0.65491  -2.20952  -0.06
C  -3.66661  1.48505  -1.16418  -0.08
C  -4.64269  -0.27161  0.26699  -0.05
C  -2.24025  -2.09060  -0.50314  -0.33
O  -3.25968  -2.80371  -0.31985  -0.09
C  -0.90268  -2.69256  -0.47679  -0.09
C  -0.75099  -4.22301  -0.57844  -0.55
C  -1.49389  -4.90865  0.57254  -0.06
C  0.70681  -4.68403  -0.52107  -0.08
C  -1.35478  -4.69823  -1.90383  -0.06
C  0.15821  -1.84954  -0.25626  -0.02
C  2.72571  -0.58757  -1.29775  -0.04
C  3.96605  -1.08812  -1.67859  -0.02
H  7.53367  -2.82418  -1.80557  0.08
H  5.85487  -3.45027  -1.67822  0.10
H  6.28433  -2.25431  -2.96911  0.08
H  5.77149  0.03852  0.99264  0.11
H  3.53686  0.77624  1.69569  0.10
H  1.17694  -0.06672  1.54301  0.16
H  -1.27612  1.19316  -0.82416  0.10
H  -4.49429  -1.73093  -2.06764  0.07
H  -5.33711  -0.19983  -2.42787  0.07
H  -3.69540  -0.48424  -3.06166  0.08
H  -3.29545  1.97285  -0.25326  0.04
H  -3.01602  1.75692  -2.00657  0.09
H  -4.66616  1.89909  -1.36349  0.08
H  -4.18937  0.18713  1.15551  0.08
H  -5.63614  0.16956  0.11061  0.07
H  -4.74073  -1.34777  0.43989  0.07
H  -2.55143  -4.63841  0.53396  0.07
H  -1.38591  -5.99727  0.49758  0.07
H  -1.07988  -4.57824  1.53060  0.08
H  1.31168  -4.23341  -1.31723  0.08
H  1.15825  -4.45797  0.45273  0.08
H  0.74104  -5.77468  -0.65504  0.08
H  -0.85767  -4.20150  -2.74400  0.08
H  -1.22486  -5.78067  -2.00986  0.07
H  -2.42202  -4.46526  -1.93387  0.08
H  1.15613  -2.25839  -0.12092  0.10
H  1.88420  -0.72371  -1.98534  0.12
H  4.07451  -1.67593  -2.59770  0.10
C  3.94164  3.94429  2.42208  -0.10
C  3.18832  3.08264  3.22210  -0.08
C  2.07133  2.43831  2.67575  -0.04
C  1.78656  2.60546  1.31785  -0.20
C  0.71207  1.75421  0.67961  -0.20
C  -0.56489  1.83687  1.58425  -0.28
C  -1.59742  2.91596  1.35424  -0.14
C  -2.82068  2.82308  2.05893  -0.03
C  -3.89768  3.65659  1.73609  -0.08
C  -3.76256  4.63771  0.74933  -0.09
C  -2.52798  4.80197  0.12101  -0.08
C  -1.44626  3.97325  0.43902  -0.02
O  -0.73843  1.02256  2.48301  0.09
C  2.52308  3.48643  0.52492  -0.03
C  3.60539  4.16582  1.08125  -0.08
H  4.76525  4.50459  2.86544  0.09
H  3.43287  2.91073  4.27269  0.10
H  1.44412  1.77751  3.28272  0.12
H  0.49815  2.18218  -0.30305  0.13
H  -2.90638  2.11232  2.88209  0.12
H  -4.84384  3.54938  2.27035  0.10
H  -4.61726  5.26402  0.47464  0.10
H  -2.39752  5.59617  -0.61595  0.10
H  -0.45672  4.16787  0.03178  0.11
H  2.24996  3.62516  -0.52624  0.12
H  4.15911  4.86444  0.45610  0.10

Record 3
# C6H5NO2

C6H5NO2 in the gas phase (wB97M-V/def2-TZVPD, OMol25).

**Relative energy (zero: lowest compared OMol25 entry of this formula, charge and spin)**: 310.6 kJ/mol
**E**: -436.77765 hartree
**HOMO level**: -9.52 eV
**Max |F|**: 3.76 eV/A

Each line ends with the Löwdin charge.
Cartesian coordinates (Å):
C  0.01384  -1.03570  -0.82886  -0.26
C  -0.52763  -1.55688  0.52812  0.05
C  -1.13582  -0.65281  1.37923  0.01
C  -0.88412  0.79233  1.14174  -0.28
C  0.31239  1.73284  1.31310  0.01
C  0.55964  0.39187  -0.71384  -0.44
H  -0.79955  -2.60268  0.57097  0.10
H  -1.76658  -0.96299  2.17224  0.10
H  -1.80403  1.44228  1.16105  0.16
H  0.11613  2.77306  1.55904  0.11
H  1.23497  1.18650  1.68384  0.15
N  -0.21088  1.26853  0.00517  0.02
O  0.16322  -1.64887  -1.88420  0.11
O  1.64496  0.55565  -1.12833  0.17

Record 4
# C2H14N2O3

4 unconnected molecules or ions with the total composition C2H14N2O3 (wB97M-V/def2-TZVPD, OMol25).

**Relative energy (zero: lowest compared OMol25 entry of this formula, charge and spin)**: 93.4 kJ/mol
**E**: -419.80438 hartree
**HOMO level**: -9.43 eV
**Max |F|**: 1.70 eV/A

Each line ends with the Löwdin charge.
Cartesian coordinates (Å):
C  -0.92757  0.53504  1.80023  -0.29
C  -0.16854  1.24711  0.67904  -0.32
N  0.09487  2.63385  0.90269  -0.02
N  -1.30073  -0.82442  1.42137  -0.01
H  -0.30038  0.50433  2.69310  0.11
H  -1.77797  1.17300  2.06477  0.10
H  0.77827  0.70572  0.50570  0.12
H  -0.71432  1.12972  -0.26975  0.11
H  -0.70833  3.19363  1.20637  0.07
H  0.85481  2.91304  1.51898  0.07
H  -2.11395  -1.10628  1.94909  0.08
H  -1.58063  -0.83884  0.44570  0.08
H  0.26650  -2.12588  1.18789  -0.02
H  1.05200  -2.93777  0.14088  0.03
O  0.77835  -2.94458  1.07242  -0.09
H  3.20757  4.82977  -3.20082  0.03
H  1.72208  4.52439  -2.88983  0.03
O  2.35206  5.23685  -3.02561  -0.06
H  0.20287  -5.60510  -2.69395  0.03
H  -1.08404  -6.29546  -3.14166  0.03
O  -0.63292  -5.94811  -2.36663  -0.06

Record 5
# C3H6O2

C3H6O2 in the gas phase (wB97M-V/def2-TZVPD, OMol25).

**Relative energy (zero: lowest compared OMol25 entry of this formula, charge and spin)**: 173.2 kJ/mol
**E**: -268.33927 hartree
**HOMO level**: -9.77 eV
**Max |F|**: 0.75 eV/A

Each line ends with the Löwdin charge.
Cartesian coordinates (Å):
O  1.16208  -0.66561  -1.66189  -0.06
C  0.29931  -0.54210  -0.55796  -0.26
C  0.44896  0.61603  0.53728  -0.10
C  -0.96262  0.50969  1.06927  -0.29
O  -1.42379  -0.55472  1.41239  0.03
H  0.60479  -0.84096  -2.43363  0.09
H  0.36910  -1.42445  0.08587  0.12
H  -0.72141  -0.46485  -0.94872  0.11
H  0.66825  1.65101  0.23973  0.11
H  1.19287  0.33341  1.29945  0.12
H  -1.63753  1.38254  0.95821  0.13

Record 6
# C3H3ClO2

C3H3ClO2 in the gas phase (wB97M-V/def2-TZVPD, OMol25).

**Relative energy (zero: lowest compared OMol25 entry of this formula, charge and spin)**: 267.5 kJ/mol
**E**: -726.67804 hartree
**HOMO level**: -8.84 eV
**Max |F|**: 2.48 eV/A

Each line ends with the Löwdin charge.
Cartesian coordinates (Å):
C  -0.68704  -0.72681  -1.33678  -0.45
C  0.63129  -2.56059  -2.40156  -0.53
C  0.17475  -0.01728  -0.28044  0.03
O  -1.69509  -0.47307  -1.90238  0.17
O  -0.02510  -2.00069  -1.46452  -0.13
Cl  0.75452  -1.81091  -3.93639  0.61
H  -0.49612  0.23388  0.52698  0.08
H  0.85460  0.87201  -0.64061  0.14
H  0.94897  -0.77519  -0.05996  0.09